No. 1
DFT (wB97M-V/def2-TZVPD) results for C3H9InNO2S2 as an isolated structure.

The value obtained for the frontier orbital gap is 7.370 eV. The value obtained for the calculated total energy is -1311.41193 a.u. As for the charge: -1. The value obtained for the LUMO energy is 0.0966 Eh. As for the highest occupied orbital energy: -4.7 eV.

XYZ file:
```
18
Properties=species:S:1:pos:R:3:forces:R:3
C 1.51166 0.54245 -0.59510 -0.1 0.2 0.5
S 0.59199 0.78707 -2.25238 1.3 -1.4 -3.7
O 0.33504 -0.62171 -2.91131 1.0 3.4 2.2
O 1.37264 1.74826 -3.22100 -1.5 -2.4 3.1
In -1.64633 1.79977 -1.57517 -0.9 0.6 0.6
S -3.04086 -0.18919 -0.81775 0.9 -1.3 -0.9
H 1.80676 1.63578 -0.25042 -0.5 -2.3 -0.7
H 0.67192 0.11982 0.14014 2.0 0.9 -1.8
H 2.43533 -0.18088 -0.69553 -1.9 1.5 0.1
H -2.40556 2.72600 -2.91269 0.4 -0.5 0.3
H -1.40238 2.79627 -0.05876 0.1 -0.5 -0.7
H -2.38501 -1.31846 -1.40484 -0.7 1.7 0.6
C 0.59780 -2.00260 2.97123 0.1 -0.2 0.1
C -0.13052 -0.89857 2.32404 -0.7 0.9 -0.5
N -0.70597 -0.02630 1.81261 1.0 -1.4 1.1
H 1.12931 -2.62036 2.23960 -0.2 0.2 0.0
H 1.34227 -1.63297 3.68425 -0.2 0.1 -0.2
H -0.07806 -2.66437 3.52309 -0.1 0.2 -0.2
```
Forces are in eV/Å.

---

No. 2
DFT (wB97M-V/def2-TZVPD) results for one molecule with the formula C4H5IN4.

The SMILES is C=Nc1nnn(C)c1I. The value obtained for the frontier orbital gap is 8.814 eV. The value obtained for the calculated total energy is -672.04490 a.u. The value obtained for the LUMO energy is 0.0020 Eh. For the energy above the lowest of the compared OMol25 structures with the same formula, charge and spin, the calculation gives 1.0360 eV. As for the highest occupied orbital energy: -8.8 eV.

XYZ file:
```
14
Properties=species:S:1:pos:R:3:forces:R:3
C 0.06386 1.50691 -0.80829 0.6 -3.4 2.6
C 0.02537 0.11510 -0.38196 0.1 1.4 -0.4
C -1.55016 1.71201 -2.37531 3.0 -0.2 2.5
C 0.53597 -0.81930 1.91590 2.5 -1.4 0.7
N 0.65588 2.20054 0.19111 -0.7 -0.6 -0.1
N 0.85406 1.37504 1.17361 1.5 2.8 2.0
N -0.45009 2.11079 -1.87606 -0.8 0.8 -2.1
N 0.54445 0.17617 0.89447 -1.4 -1.1 -2.2
I -0.09566 -1.69129 -1.41154 -0.2 0.5 0.2
H -1.84009 2.12269 -3.22535 -1.4 2.1 -3.8
H -2.13328 0.94494 -2.00035 -1.1 -1.7 1.2
H 0.13475 -1.74203 1.56765 -0.6 -0.5 -0.6
H 1.59040 -1.10833 2.19831 -0.9 0.6 -0.3
H 0.03721 -0.56148 2.82500 -0.5 0.7 0.3
```
Forces are in eV/Å.

---

No. 3
DFT (wB97M-V/def2-TZVPD) results for a 2-piece molecular cluster, C9H14 overall.

As for the spin multiplicity: 2. The value obtained for the frontier orbital gap (spin up / spin down) is 10.344 / 6.617 eV. The value obtained for the calculated total energy is -351.00339 a.u. As for the charge: +1. The value obtained for the LUMO energy (spin up / spin down) is -0.1618 / -0.2996 Eh. For the energy above the lowest of the compared OMol25 structures with the same formula, charge and spin, the calculation gives 0.1527 eV. As for the highest occupied orbital energy (spin up / spin down): -14.7 / -14.8 eV.

XYZ file:
```
23
Properties=species:S:1:pos:R:3:forces:R:3
C -1.68408 2.68552 1.86333 0.0 -0.7 -0.2
C -2.68678 1.51985 1.72918 0.1 0.4 0.9
H -1.85446 3.46022 1.11830 0.0 0.1 0.0
H -1.78145 3.11702 2.85597 0.1 0.1 0.0
H -0.64558 2.33392 1.78004 -0.1 0.2 0.0
H -2.34134 0.66434 2.30987 0.2 -0.3 -0.3
H -3.57373 1.80635 2.29068 -0.4 0.0 -0.4
H -2.95729 1.22451 0.71495 0.1 0.1 0.1
C 1.91763 -3.08252 -1.62311 0.7 0.3 0.1
C 1.09103 0.59039 -1.61541 0.4 -0.2 -0.4
C 0.36928 0.69151 -0.41328 0.0 -0.3 0.5
C 1.72552 -0.57712 -1.93584 -0.1 0.1 0.4
C 1.49864 -1.75505 -1.14479 -0.5 0.2 0.1
C 0.24097 -0.43559 0.46248 -0.2 0.4 -0.6
C 0.74500 -1.63086 0.06535 0.0 -0.4 0.1
H 1.20152 1.41505 -2.30106 -0.1 0.3 0.2
H -0.08241 1.61857 -0.07528 0.1 0.0 -0.3
H 2.41489 -0.60796 -2.76577 -0.1 -0.2 -0.2
H -0.34233 -0.29428 1.36200 0.1 -0.2 0.1
H 1.79167 -3.84736 -0.86801 -0.4 -0.2 -0.1
H 2.99035 -3.05144 -1.84315 0.1 0.1 -0.2
H 0.53359 -2.54012 0.61514 0.1 0.1 0.1
H 1.42936 -3.30493 -2.58159 0.0 -0.1 0.2
```
Forces are in eV/Å.

---

No. 4
DFT (wB97M-V/def2-TZVPD) results for a 11-piece molecular cluster, BF4H20O10 overall.

The value obtained for the frontier orbital gap is 10.533 eV. The value obtained for the calculated total energy is -1189.05085 a.u. As for the charge: -1. The value obtained for the LUMO energy is 0.0998 Eh. For the energy above the lowest of the compared OMol25 structures with the same formula, charge and spin, the calculation gives 1.0823 eV. As for the highest occupied orbital energy: -7.8 eV.

XYZ file:
```
35
Properties=species:S:1:pos:R:3:forces:R:3
B 0.07789 -1.00711 -0.30366 -0.5 1.1 -0.2
F -0.07011 0.38989 -0.12266 0.1 0.3 0.2
F -1.06611 -1.59111 0.23334 0.1 -0.7 0.2
F 0.19189 -1.22811 -1.64666 -0.5 -0.5 -1.6
F 1.23489 -1.40811 0.26734 1.0 -0.6 0.8
O -3.05011 -1.07011 -1.42866 -1.6 0.0 0.6
H -2.29111 -1.59311 -1.15366 -0.1 0.1 0.1
H -3.70011 -1.17211 -0.66966 1.4 0.1 -1.0
O 2.77789 -1.03711 -2.68166 0.3 0.0 -0.8
H 2.61089 -0.79111 -3.61066 0.1 -0.1 0.8
H 1.89589 -1.12411 -2.30166 -0.1 0.0 0.0
O 0.70789 1.26889 -2.79066 -0.1 0.7 -2.4
H 0.41589 0.67889 -2.13866 -0.8 -1.5 1.5
H 1.09389 1.96989 -2.30866 0.7 1.2 0.8
O -3.78311 -1.10111 1.31134 -1.5 -1.4 -0.3
H -3.16211 -0.37511 1.37734 0.1 0.9 0.6
H -4.65211 -0.94211 1.72534 1.1 0.4 -0.2
O -1.45011 2.76189 -0.98366 -2.3 -0.7 1.2
H -1.22811 2.65089 -1.90166 0.2 -0.4 -0.7
H -2.28311 2.20289 -0.83766 1.9 1.0 -0.6
O -0.01311 -1.56911 2.70934 1.5 2.2 0.9
H -0.25111 -1.76011 1.81634 -0.6 -0.6 -0.7
H 0.51489 -0.72211 2.55534 -0.9 -1.7 0.7
O 3.49289 1.01489 0.75734 -0.3 1.6 0.4
H 3.78489 0.14389 0.55534 0.0 -1.1 -0.5
H 2.98889 1.38089 0.01734 0.1 -0.5 0.2
O 0.55689 2.80589 1.22334 1.1 0.9 0.6
H -0.21211 2.73489 0.68634 -0.9 -0.1 -1.1
H 0.56489 2.00289 1.73034 0.2 -0.5 0.3
O 3.36989 -2.27011 1.57234 0.0 -0.2 0.7
H 2.49489 -2.37511 1.19734 -0.5 0.2 0.2
H 3.90189 -2.31611 0.79434 0.8 -0.1 -0.8
O -1.93111 0.97589 1.74634 -1.3 -0.2 1.5
H -1.29211 0.63989 1.13734 0.9 -0.1 -1.1
H -2.24111 1.83089 1.46634 0.2 0.4 -0.3
```
Forces are in eV/Å.

---

No. 5
DFT (wB97M-V/def2-TZVPD) results for C12H14BCrN9 as an isolated structure.

As for the spin multiplicity: 5. The value obtained for the frontier orbital gap (spin up / spin down) is 7.659 / 8.935 eV. The value obtained for the calculated total energy is -2027.86451 a.u. The value obtained for the LUMO energy (spin up / spin down) is 0.0111 / 0.0104 Eh. For the energy above the lowest of the compared OMol25 structures with the same formula, charge and spin, the calculation gives 0.0000 eV. As for the highest occupied orbital energy (spin up / spin down): -7.4 / -8.7 eV.

XYZ file:
```
37
Properties=species:S:1:pos:R:3:forces:R:3
H 0.53188 -3.29139 0.31032 -0.1 0.0 0.0
N -0.41337 -1.53825 -0.37245 -1.0 -1.7 -1.5
B -1.86528 0.16202 -1.57768 0.7 -0.2 0.7
N -1.48197 -1.29437 -1.21646 0.5 -0.7 1.0
C -2.03194 -2.46113 -1.58773 0.6 0.2 0.4
Cr 0.65672 -0.03832 0.36567 1.9 -1.1 0.2
H -2.93661 -2.41807 -2.17815 0.2 -0.3 -0.1
C -1.27421 -3.49323 -1.03156 -0.4 -0.1 -0.2
H -1.44563 -4.54816 -1.16095 0.0 0.0 0.1
C -0.27267 -2.87680 -0.27715 -0.8 1.1 -0.6
H -2.82150 0.23225 -2.29883 0.1 0.0 0.1
C 2.98473 1.45860 1.42527 0.0 -0.5 -0.3
H 3.73794 0.88785 1.98637 -0.4 -0.1 -0.3
H 2.42351 2.06344 2.13904 -0.2 -0.2 -0.2
H 3.51333 2.12286 0.73744 -0.2 -0.1 -0.1
N -0.57718 0.76234 -2.18464 1.5 0.2 -0.1
N -2.03845 0.92965 -0.24326 0.3 -0.1 1.4
N 0.60325 0.71528 -1.44774 -0.3 1.3 -2.5
N -1.02519 0.90760 0.70290 -2.7 2.1 0.6
C -0.33412 1.29877 -3.39518 0.6 -0.2 0.9
C -3.06869 1.65199 0.22373 0.8 -0.1 0.2
H -1.12102 1.39182 -4.12476 0.0 0.0 0.0
H -3.98248 1.67061 -0.35229 0.1 0.3 0.1
C 1.01446 1.62731 -3.44989 0.2 0.1 -0.3
C -2.69725 2.18109 1.45796 -0.6 0.1 0.0
C 1.57293 1.25381 -2.22609 -1.4 -0.4 0.1
C -1.42388 1.68660 1.73013 -0.4 -0.6 -1.4
H 1.53531 2.07438 -4.27573 0.0 0.0 -0.1
H -3.29624 2.83298 2.06562 0.0 0.0 0.1
H 2.59931 1.33575 -1.87932 -0.3 -0.1 0.0
H -0.76939 1.83251 2.57358 -0.1 0.0 0.1
H 2.33473 0.70940 0.84741 1.5 1.2 0.8
N 1.35699 -1.22000 1.76424 0.7 -0.6 1.8
C 1.74364 -1.75477 2.74991 -0.7 0.2 -0.8
N 2.00183 -2.49951 3.73567 0.1 0.0 -0.1
C 2.79475 -2.24515 4.75789 1.1 0.3 1.5
N 3.47176 -2.10977 5.70673 -1.1 -0.2 -1.6
```
Forces are in eV/Å.

---

What are the F_max values for these records? In order: 4.19; 4.54; 1.00; 2.80; 3.46 eV Å⁻¹.